Below is a 16-piece molecular cluster, C18H68N16O16 overall, with properties calculated with the ωB97M-V functional and the def2-TZVPD basis.

Structure (XYZ):
```
118
Properties=species:S:1:pos:R:3:forces:R:3
H 2.682 -10.608 12.984 1.8 -2.9 -0.2
H 7.496 -18.433 15.746 -0.9 -1.5 -1.1
H 7.030 -16.859 11.521 0.1 -0.4 -0.9
C 5.985 -14.316 9.834 0.3 0.3 -0.6
H 2.633 -21.964 12.356 0.4 0.0 -0.1
C 3.713 -16.909 11.597 0.9 0.2 -1.5
H 7.452 -20.727 10.611 0.0 -0.8 1.4
H 5.352 -17.465 6.489 0.2 1.1 0.0
H 4.713 -20.024 14.550 -0.7 0.0 -0.4
H 3.177 -21.200 10.255 1.0 -1.2 0.1
H 6.788 -18.517 10.854 -0.6 1.0 1.2
C 2.902 -16.785 10.306 -1.2 -0.4 0.5
N 7.077 -15.993 13.098 4.2 -2.1 -2.0
N -0.643 -14.868 9.848 -5.1 -4.0 -1.0
N 5.574 -14.663 14.055 -3.8 5.0 1.9
C 1.172 -17.749 7.820 -5.4 -0.4 4.4
H 4.672 -19.067 10.060 0.1 0.8 2.3
C 3.526 -21.523 12.813 1.8 0.2 -0.3
C 3.105 -18.986 16.422 -1.5 -1.7 -0.3
N 0.356 -17.599 12.215 3.7 0.0 -0.6
H 7.517 -16.960 13.076 -0.9 1.7 0.7
O 0.502 -12.930 7.338 3.6 -3.3 -2.5
H 4.746 -17.087 11.256 -0.2 -0.4 0.3
H 6.431 -13.666 10.557 -0.2 0.5 1.0
H -1.340 -15.677 10.174 2.5 2.7 -0.9
H 2.879 -18.643 15.427 -0.2 0.0 -0.7
H 8.851 -15.721 10.130 -0.3 -0.4 1.0
H 5.113 -16.733 8.014 -0.4 -0.4 2.0
H 3.483 -16.291 9.491 -0.6 -0.4 0.6
H 3.794 -15.981 12.130 -0.4 0.6 0.5
N 3.418 -11.427 12.908 2.1 6.7 -1.1
H 2.147 -19.278 7.047 1.5 -0.8 -0.9
C 0.121 -14.303 10.715 -0.3 -4.1 7.6
O 5.676 -20.428 8.924 -1.1 -0.8 0.2
N 2.326 -14.308 7.607 3.4 -1.1 1.8
O 6.873 -14.316 8.722 0.2 -0.4 -0.2
O 3.225 -17.973 12.405 0.6 0.2 0.1
H 5.237 -14.969 5.960 -0.1 0.5 -0.2
C 1.463 -13.725 6.836 -5.0 4.4 2.5
N 1.302 -19.022 7.447 -2.0 -1.5 1.2
N 0.984 -13.496 10.232 3.6 2.3 1.5
H 0.200 -16.041 14.519 -0.4 -0.2 0.0
H 1.406 -18.575 17.148 1.1 0.4 0.5
H 1.708 -12.626 13.992 1.1 -0.6 -1.1
C -0.230 -18.544 12.891 1.7 -4.2 3.4
H 5.448 -18.467 14.543 0.7 -0.4 0.1
H 2.838 -20.041 16.552 0.5 -0.2 -0.8
O 6.242 -19.872 11.946 0.1 0.2 -0.5
C 3.261 -20.633 9.355 1.7 1.5 -0.4
H 5.790 -13.734 13.600 0.1 -2.2 0.2
N 7.168 -17.554 10.790 -2.2 -2.6 2.1
H 4.362 -18.964 8.468 -0.7 0.8 -1.4
H 2.756 -16.406 13.996 0.5 -0.2 -0.5
H 2.491 -19.971 9.613 -1.7 1.2 -0.4
C 6.030 -15.842 13.875 -1.9 -5.5 3.6
H 2.282 -20.413 13.710 -3.1 1.3 -0.3
H -2.153 -19.201 13.413 1.2 1.9 -0.4
O 2.164 -15.674 14.168 0.4 -0.5 0.2
H 9.050 -16.428 8.679 0.6 0.0 -1.3
H 4.231 -11.126 12.350 -0.6 0.5 0.5
H 0.756 -19.744 7.910 0.4 0.5 0.1
O 5.515 -16.916 14.534 1.8 5.1 -2.8
H -0.431 -14.901 8.853 0.0 0.2 0.5
H 7.892 -21.065 12.423 -0.3 0.1 -0.6
N 2.247 -13.150 13.271 -3.6 -3.7 1.5
H 4.254 -22.313 13.189 -1.1 0.8 -0.3
N 1.860 -16.966 7.039 2.8 4.5 -2.6
O 0.269 -17.409 8.827 4.6 -1.0 -5.4
C 7.089 -20.967 11.659 1.1 0.8 -1.1
N 1.656 -14.056 5.575 -1.9 0.9 -4.2
H 1.206 -15.794 15.984 -0.3 0.1 -0.3
H 2.376 -14.193 8.588 -0.7 0.4 1.0
H 1.841 -13.252 10.741 -0.7 -0.2 -0.3
H 2.583 -17.816 10.075 0.7 0.2 -0.6
O 4.677 -15.396 6.607 0.9 -1.0 -0.4
O 0.116 -14.723 12.045 -0.2 1.9 -5.1
H 7.365 -15.118 8.957 0.4 0.5 -1.1
O 2.336 -18.335 17.379 -1.6 1.0 0.6
H 1.936 -14.159 13.135 0.2 1.6 0.1
H 3.995 -18.491 12.686 -0.5 -0.1 0.1
H 1.337 -17.262 15.173 -0.1 -1.7 -0.3
H 6.515 -21.867 11.640 -0.3 -0.8 -0.2
C 6.524 -20.161 15.028 2.2 -7.4 0.7
N 7.543 -19.415 15.361 4.4 3.4 2.7
C 7.702 -17.455 9.629 -1.1 -3.0 -3.3
O 3.825 -13.357 11.587 -2.1 3.0 3.5
H 6.018 -15.333 10.193 -1.0 -0.3 0.6
H 0.800 -13.128 9.357 -0.2 1.1 -2.3
H 5.932 -19.983 12.843 -0.3 0.3 0.7
H 2.182 -14.860 5.296 0.3 -0.1 0.3
H 6.593 -16.250 7.144 -1.6 -0.3 -0.2
H 3.257 -14.587 7.268 -0.5 0.0 -0.3
H 1.870 -16.382 10.447 1.0 0.5 -0.1
C 1.153 -16.250 14.980 -0.1 2.0 1.0
H 0.041 -16.632 12.253 0.0 0.3 -0.5
O 3.147 -20.671 13.877 2.4 -1.2 0.7
O 7.409 -18.301 8.672 1.8 3.0 2.5
O 0.511 -19.597 13.461 -4.0 4.3 -2.9
H 3.081 -21.145 8.400 0.0 -0.1 0.6
H 8.319 -19.840 15.845 -0.2 -0.7 -0.3
H 4.998 -13.939 9.569 0.1 -0.3 0.1
C 3.169 -12.655 12.534 1.2 -4.1 -3.1
H 7.762 -15.269 12.796 -1.4 -0.5 0.7
H 4.699 -14.574 14.670 1.8 -0.5 -1.3
H 4.135 -18.881 16.541 1.6 0.5 0.8
H 2.626 -17.100 6.286 -2.1 -1.1 2.0
H 1.808 -15.937 7.148 -0.3 -1.4 0.8
N 5.569 -19.490 14.511 -4.6 0.4 -1.0
O 6.625 -21.504 15.069 -0.8 5.5 -0.2
H -2.089 -17.407 12.973 1.5 -2.7 0.1
H 1.426 -17.772 12.149 -2.5 0.5 0.4
H 6.396 -19.826 8.754 0.5 0.7 -0.1
N 8.555 -16.461 9.527 2.2 2.0 -2.2
H 4.125 -20.873 12.096 -0.9 -1.1 0.3
N -1.589 -18.365 13.083 -1.6 -0.4 0.7
C 4.501 -19.673 9.240 0.1 -3.1 -1.2
H 0.995 -13.739 4.826 0.9 -0.3 1.5
C 5.490 -16.514 7.074 1.1 -0.1 -1.5
```
Positions in Å, forces in eV/Å.

* HOMO: -8.7 eV
* energy above the lowest of the compared OMol25 structures with the same formula, charge and spin: 0.0000 eV
* HOMO-LUMO gap: 8.33 eV
* LUMO level: -0.4 eV
* total charge: 0

Atom charges from the Mulliken analysis, given in e for atoms 1 to 6:
1. H 0.25
2. H 0.23
3. H 0.34
4. C 0.15
5. H 0.50
6. C 1.00